## one
Formula: C5H8N2O2
Source: OMol25
Level of theory: the ωB97M-V functional and the def2-TZVPD basis

Highest occupied orbital energy ... -9.08 eV

Positions of all 17 atoms, in Å:
C -1.017 0.893 -1.833
C 0.122 0.317 -0.852
N 0.262 0.954 0.512
N 1.517 1.325 0.947
C 2.590 0.822 1.129
O 3.687 0.643 1.440
C 0.005 -0.498 0.416
C -1.396 -0.898 0.909
O 1.089 -1.357 0.733
H -1.770 0.108 -1.769
H -0.507 0.873 -2.767
H -1.187 1.804 -1.311
H 1.031 0.093 -1.363
H -1.507 -0.375 1.800
H -1.477 -1.988 1.056
H -2.020 -0.546 0.058
H 0.580 -2.169 0.895

=====

## two
Formula: C5H8N2O2
Source: OMol25
Level of theory: the ωB97M-V functional and the def2-TZVPD basis

Highest occupied orbital energy ... -8.82 eV

Positions of all 17 atoms, in Å:
O 1.362 -0.728 -1.642
C 0.718 -1.124 -0.548
C 0.696 -2.458 -0.090
C -0.056 -2.420 1.054
N -0.451 -1.143 1.228
N 0.015 -0.333 0.259
H 1.371 0.244 -1.704
H 1.172 -3.292 -0.559
H -0.321 -3.195 1.743
H -0.964 -0.755 2.002
C -0.770 2.434 0.281
C -0.136 1.789 -0.916
O 1.021 1.906 -1.231
H -0.023 2.634 1.043
H -1.224 3.378 -0.024
H -1.552 1.793 0.676
H -0.858 1.271 -1.572

=====

## three
Formula: C5H8N2O2
Source: OMol25
Level of theory: the ωB97M-V functional and the def2-TZVPD basis

Highest occupied orbital energy (alpha / beta) ... -9.30 / -9.87 eV

Positions of all 17 atoms, in Å:
C 0.852 1.199 -0.747
C -1.215 -0.950 -1.983
C 0.360 1.312 2.353
C -0.944 -0.621 -0.454
C 0.398 -0.026 -0.212
N 1.120 2.254 -1.184
N 1.339 -0.710 0.576
O 2.506 -0.426 0.406
O 0.927 -1.499 1.410
H -2.286 -0.820 -2.015
H -0.695 -0.207 -2.692
H -0.780 -1.971 -2.278
H -0.143 0.485 2.654
H 1.468 1.224 2.520
H -0.161 2.098 1.774
H -1.752 0.201 -0.215
H -0.992 -1.542 0.087

=====

Q: Which of them is the least stable? A: three.